H4O2 | ωB97M-V/def2-TZVPD

Net charge ... 0
Strongest force on any atom ... 2.069 eV/Å
HOMO energy ... -11.743 eV
Structure (SMILES) ... O.O
Molar mass ... 36.030 g mol⁻¹
Electronic energy ... -4159.673 eV
Kohn-Sham gap ... 0.4540 hartree

The geometry in XYZ format:
```
6
Properties=species:S:1:pos:R:3:forces:R:3:nbo_charge:R:1
O 1.893 0.094 0.022 -1.8 0.9 0.6 -0.94
H 0.897 0.066 0.031 1.7 -0.2 -0.3 0.47
H 2.189 -0.688 -0.420 0.0 -0.7 -0.4 0.47
O -1.899 -0.079 -0.066 0.2 -1.1 0.3 -0.92
H -1.299 -0.231 0.668 -0.1 -0.3 0.2 0.46
H -1.781 0.837 -0.236 -0.1 1.3 -0.4 0.47
```
Forces are in eV/Å.

---

H4O2 | ωB97M-V/def2-TZVPD

Net charge ... 0
Strongest force on any atom ... 2.622 eV/Å
HOMO energy ... -10.377 eV
Structure (SMILES) ... O.O
Molar mass ... 36.030 g mol⁻¹
Electronic energy ... -4159.533 eV
Kohn-Sham gap ... 0.3980 hartree

The geometry in XYZ format:
```
6
Properties=species:S:1:pos:R:3:forces:R:3:nbo_charge:R:1
O -1.574 0.184 0.075 -1.2 0.3 1.0 -0.99
H -1.709 -0.007 -0.850 0.6 -0.1 -0.1 0.46
H -0.649 0.102 0.368 -0.7 -0.1 -1.1 0.49
O 0.907 0.051 0.197 2.6 -0.6 0.1 -0.93
H 1.516 0.131 -0.549 -0.6 0.5 -0.5 0.48
H 1.509 -0.462 0.759 -0.6 0.0 0.5 0.48
```
Forces are in eV/Å.

---

H4O2 | ωB97M-V/def2-TZVPD

Net charge ... 0
Strongest force on any atom ... 1.801 eV/Å
HOMO energy ... -10.984 eV
Structure (SMILES) ... O.O
Molar mass ... 36.030 g mol⁻¹
Electronic energy ... -4159.740 eV
Kohn-Sham gap ... 0.4251 hartree

The geometry in XYZ format:
```
6
Properties=species:S:1:pos:R:3:forces:R:3:nbo_charge:R:1
O -1.641 -0.368 0.433 0.4 -1.6 0.6 -0.94
H -0.757 -0.033 0.310 0.6 1.1 -0.6 0.48
H -1.320 -1.269 0.663 -1.1 0.4 -0.1 0.45
O 1.027 0.219 -0.595 1.0 1.0 1.1 -0.94
H 1.598 0.357 0.205 -0.7 -0.4 -1.0 0.47
H 1.093 1.095 -1.017 -0.2 -0.5 0.0 0.48
```
Forces are in eV/Å.

---

H4O2 | ωB97M-V/def2-TZVPD

Net charge ... 0
Strongest force on any atom ... 1.777 eV/Å
HOMO energy ... -10.832 eV
Structure (SMILES) ... O.O
Molar mass ... 36.030 g mol⁻¹
Electronic energy ... -4159.762 eV
Kohn-Sham gap ... 0.4236 hartree

The geometry in XYZ format:
```
6
Properties=species:S:1:pos:R:3:forces:R:3:nbo_charge:R:1
O -0.304 -1.499 -0.279 0.2 -1.3 -0.6 -0.98
H -0.135 -1.673 -1.225 -0.2 0.6 0.9 0.47
H -0.310 -0.561 -0.073 -0.1 0.4 -0.3 0.49
O -0.043 1.145 0.349 0.9 -0.3 -1.5 -0.96
H 0.887 1.080 0.001 -1.3 0.5 1.1 0.49
H -0.094 1.509 1.227 0.6 0.2 0.4 0.49
```
Forces are in eV/Å.

---

H4O2Si2 | ωB97M-V/def2-TZVPD

Net charge ... 0
Strongest force on any atom ... 2.678 eV/Å
HOMO energy ... -10.779 eV
Molar mass ... 92.202 g mol⁻¹
Electronic energy ... -19917.809 eV
Kohn-Sham gap ... 0.4135 hartree

The geometry in XYZ format:
```
8
Properties=species:S:1:pos:R:3:forces:R:3:nbo_charge:R:1
O 0.074 0.567 -1.025 -0.9 0.6 -0.2 -1.24
O 0.037 -0.582 1.052 -0.9 0.0 -0.5 -1.23
Si 0.015 -1.013 -0.655 0.7 -1.2 2.3 1.64
Si -0.072 1.012 0.649 -0.6 0.1 -1.8 1.65
H -1.207 -1.940 -0.858 1.0 0.9 -0.3 -0.19
H 1.389 -1.612 -0.770 -0.7 -0.2 -0.6 -0.21
H 1.154 1.738 0.843 0.3 0.6 0.7 -0.22
H -1.390 1.829 0.764 1.1 -0.8 0.4 -0.20
```
Forces are in eV/Å.

---

H4O2Sn | ωB97M-V/def2-TZVPD

Net charge ... +1
Multiplicity ... 2
Strongest force on any atom ... 0.920 eV/Å
HOMO energy (alpha / beta) ... -12.093 / -16.403 eV
Molar mass ... 154.741 g mol⁻¹
Electronic energy ... -9983.135 eV
Kohn-Sham gap (alpha / beta) ... 0.2248 / 0.3888 hartree
<S²> ... 0.75

The geometry in XYZ format:
```
7
Properties=species:S:1:pos:R:3:forces:R:3:mulliken_spin:R:1
Sn 31.685 -33.864 -35.829 -0.4 -0.2 -0.2 1.01
O 32.135 -36.605 -36.642 -0.2 0.8 0.2 -0.01
H 32.756 -37.256 -36.316 0.3 -0.1 0.2 0.00
H 31.532 -37.103 -37.194 -0.3 -0.1 -0.3 0.00
O 29.167 -32.241 -35.896 0.7 -0.5 0.1 0.00
H 28.508 -32.567 -35.283 -0.2 -0.1 0.3 0.00
H 28.676 -31.686 -36.502 0.0 0.2 -0.4 0.00
```
Forces are in eV/Å.

---

H4OS2 | ωB97M-V/def2-TZVPD

Net charge ... 0
Strongest force on any atom ... 1.390 eV/Å
HOMO energy ... -9.339 eV
Structure (SMILES) ... SS.O
Molar mass ... 84.165 g mol⁻¹
Electronic energy ... -23782.320 eV
Kohn-Sham gap ... 0.3565 hartree

The geometry in XYZ format:
```
7
Properties=species:S:1:pos:R:3:forces:R:3:nbo_charge:R:1
S -0.473 -0.861 0.091 0.2 -0.4 0.4 -0.10
S -0.338 -1.451 -1.853 0.3 0.0 -0.6 -0.13
H 0.650 -0.123 0.213 -0.2 -0.3 -0.5 0.09
H 0.803 -2.173 -1.843 -0.3 -0.1 0.2 0.13
O -0.299 1.672 1.498 0.3 -0.1 -0.7 -0.93
H -0.886 1.665 0.708 0.7 0.0 0.8 0.48
H 0.543 1.270 1.185 -1.0 0.8 0.5 0.45
```
Forces are in eV/Å.

---

H4OSSi | ωB97M-V/def2-TZVPD

Net charge ... 0
Multiplicity ... 3
Strongest force on any atom ... 2.933 eV/Å
HOMO energy (alpha / beta) ... -4.221 / -10.854 eV
Molar mass ... 80.184 g mol⁻¹
Electronic energy ... -20821.064 eV
Kohn-Sham gap (alpha / beta) ... 0.1732 / 0.2708 hartree
<S²> ... 2.00

The geometry in XYZ format:
```
7
Properties=species:S:1:pos:R:3:forces:R:3:mulliken_spin:R:1
O -0.989 0.702 0.657 -0.1 1.9 0.9 0.01
Si -0.201 -0.513 -0.036 -0.9 -0.3 -1.9 0.53
S 2.112 0.054 0.224 2.6 1.3 0.3 1.33
H -1.909 0.874 0.519 -0.5 0.1 -0.1 0.02
H -0.434 -1.571 0.825 -0.4 -2.2 1.0 0.06
H -0.531 -0.565 -1.459 -0.6 -0.4 -0.5 0.09
H 1.952 1.020 -0.731 -0.2 -0.4 0.3 -0.04
```
Forces are in eV/Å.